(1)
The following is a quantum chemistry calculation of a cluster of 8 separate species, C50H41ClN3O29 in total in a non-equilibrium geometry, from OMol25.

```
124
Properties=species:S:1:pos:R:3
C 4.14569 -0.96248 2.98362
C 3.67036 0.15285 2.85677
C 2.99787 1.56254 2.71134
C 1.68411 1.87218 3.55250
N 0.69662 2.26988 2.51288
C -0.71065 1.80263 2.65689
C -0.82741 0.24758 2.97820
C -2.04417 -0.48178 2.26556
Cl -2.21526 -0.09899 0.49462
C 1.28546 2.19697 1.23096
N 0.84971 2.60348 0.03291
N 2.64728 1.60921 1.24354
O 2.34314 0.29724 0.84226
H 4.72357 -1.92123 2.87685
H 3.74452 2.34537 3.02823
H 1.91980 2.80138 4.15832
H 1.42143 1.08488 4.31509
H -1.15717 2.36589 3.54482
H -1.31241 2.14127 1.75758
H 0.11667 -0.33640 2.73936
H -0.97937 0.15663 4.10639
H -2.99411 -0.31653 2.87031
H -1.83565 -1.60003 2.34442
H 1.41976 3.32671 -0.43556
H 0.03040 2.21486 -0.44317
H 1.42199 0.13939 1.15996
C 1.18352 -4.73640 0.42498
C 1.46830 -5.91409 -0.14292
C 2.86466 -6.26448 -0.54705
O 3.09177 -7.34987 -1.04296
C 3.91435 -5.26553 -0.32818
C 3.62579 -4.09011 0.23524
C 2.23676 -3.75174 0.66418
O 2.02010 -2.67256 1.19400
O 4.58295 -3.15169 0.44180
O 0.50663 -6.83274 -0.37209
H 0.17891 -4.47048 0.72474
H 4.91762 -5.52399 -0.64151
H 4.12371 -2.39424 0.85787
H 0.96280 -7.59683 -0.78774
C -2.73829 7.65886 -1.17941
C -1.41574 7.50793 -1.30664
C -0.69167 6.39123 -0.62954
O 0.51337 6.27190 -0.78278
C -1.46841 5.47692 0.20457
C -2.78914 5.62852 0.33534
C -3.51723 6.72853 -0.36387
O -4.72406 6.82070 -0.23364
O -3.52005 4.79417 1.10453
O -0.67877 8.35867 -2.05426
H -3.27559 8.46124 -1.66606
H -0.92801 4.68396 0.70353
H -4.44279 5.11362 1.03491
H 0.24116 8.03715 -1.98799
C 6.18294 -1.21460 -1.86621
C 6.71314 -1.15546 -3.09231
C 6.39730 -0.03084 -4.02377
O 6.91320 -0.00118 -5.12426
C 5.46165 0.99976 -3.56398
C 4.93160 0.93613 -2.34104
C 5.26877 -0.17234 -1.40212
O 4.77319 -0.17846 -0.28748
O 4.06163 1.87704 -1.89458
O 7.55748 -2.10905 -3.54084
H 6.40424 -2.02161 -1.18088
H 5.22680 1.79957 -4.25320
H 3.82883 1.60308 -0.98480
H 7.80025 -1.83794 -4.44810
C -5.73264 6.87700 -5.17225
C -6.53846 7.39652 -6.10352
C -7.61813 8.36521 -5.74694
O -8.31897 8.83041 -6.62610
C -7.78985 8.71256 -4.33539
C -6.98618 8.19028 -3.40400
C -5.88940 7.24303 -3.76463
O -5.16372 6.80060 -2.88838
O -7.13262 8.49843 -2.09580
O -6.41066 7.06885 -7.40742
H -4.94597 6.17647 -5.41780
H -8.58621 9.40115 -4.08795
H -6.43542 7.99825 -1.62730
H -7.10505 7.57549 -7.87321
C 7.79605 -9.74732 2.40611
C 6.57378 -10.02766 2.86790
C 5.34648 -9.55661 2.15911
O 4.24925 -9.84821 2.60080
C 5.51889 -8.74958 0.94988
C 6.74060 -8.46643 0.49037
C 7.96724 -8.96026 1.18354
O 9.06283 -8.69565 0.72260
O 6.91970 -7.71930 -0.62429
O 6.39522 -10.75092 3.99648
H 8.69270 -10.08415 2.90855
H 4.62268 -8.39958 0.45552
H 7.88794 -7.66045 -0.74545
H 5.42751 -10.81575 4.11457
C -7.06208 10.30091 2.32252
C -6.37076 9.22131 1.94503
C -5.89784 8.21176 2.94268
O -5.28505 7.22794 2.56126
C -6.19066 8.45358 4.35549
C -6.87920 9.53543 4.73203
C -7.37511 10.52941 3.73411
O -8.01420 11.49206 4.11556
O -7.15638 9.77588 6.03169
O -6.07179 8.99818 0.64294
H -7.41192 11.03749 1.61193
H -5.82811 7.72552 5.06828
H -7.66176 10.61280 6.04038
H -5.56954 8.15521 0.62177
C -1.26493 -9.78379 -1.40812
C -2.32479 -10.58251 -1.25032
C -2.17044 -12.06038 -1.09602
O -3.15868 -12.75164 -0.93556
C -0.81815 -12.61871 -1.15023
C 0.24044 -11.81989 -1.31149
C 0.08713 -10.34066 -1.43811
O 1.08188 -9.64346 -1.56580
O 1.49703 -12.31759 -1.36642
O -3.58130 -10.08803 -1.22244
H -1.36306 -8.71199 -1.51871
H -0.72065 -13.69153 -1.05502
H 2.08035 -11.54298 -1.48544
H -4.16393 -10.86302 -1.09708
```

**Molar mass**: 1183.32 g/mol
**Charge**: +1
**Frontier orbital gap**: 6.38 eV

Löwdin population analysis, charges in e, atoms 1 to 99: atom 1 (C): 0.123, atom 2 (C): -0.055, atom 3 (C): -0.179, atom 4 (C): -0.058, atom 5 (N): 0.008, atom 6 (C): -0.147, atom 7 (C): -0.216, atom 8 (C): -0.547, atom 9 (Cl): 0.535, atom 10 (C): -0.208, atom 11 (N): 0.226, atom 12 (N): -0.043, atom 13 (O): -0.024, atom 14 (H): 0.085, atom 15 (H): 0.159, atom 16 (H): 0.147, atom 17 (H): 0.146, atom 18 (H): 0.148, atom 19 (H): 0.101, atom 20 (H): 0.110, atom 21 (H): 0.132, atom 22 (H): 0.100, atom 23 (H): 0.090, atom 24 (H): 0.155, atom 25 (H): 0.137, atom 26 (H): 0.101, atom 27 (C): 0.074, atom 28 (C): -0.211, atom 29 (C): -0.299, atom 30 (O): 0.121, atom 31 (C): 0.090, atom 32 (C): -0.212, atom 33 (C): -0.305, atom 34 (O): 0.076, atom 35 (O): 0.071, atom 36 (O): 0.102, atom 37 (H): 0.132, atom 38 (H): 0.135, atom 39 (H): 0.062, atom 40 (H): 0.085, atom 41 (C): 0.091, atom 42 (C): -0.214, atom 43 (C): -0.313, atom 44 (O): 0.094, atom 45 (C): 0.061, atom 46 (C): -0.207, atom 47 (C): -0.281, atom 48 (O): 0.067, atom 49 (O): 0.107, atom 50 (O): 0.115, atom 51 (H): 0.144, atom 52 (H): 0.104, atom 53 (H): 0.120, atom 54 (H): 0.121, atom 55 (C): 0.082, atom 56 (C): -0.220, atom 57 (C): -0.308, atom 58 (O): 0.127, atom 59 (C): 0.084, atom 60 (C): -0.219, atom 61 (C): -0.293, atom 62 (O): 0.090, atom 63 (O): 0.080, atom 64 (O): 0.111, atom 65 (H): 0.129, atom 66 (H): 0.139, atom 67 (H): 0.078, atom 68 (H): 0.123, atom 69 (C): 0.076, atom 70 (C): -0.224, atom 71 (C): -0.312, atom 72 (O): 0.121, atom 73 (C): 0.082, atom 74 (C): -0.217, atom 75 (C): -0.294, atom 76 (O): 0.094, atom 77 (O): 0.101, atom 78 (O): 0.106, atom 79 (H): 0.135, atom 80 (H): 0.139, atom 81 (H): 0.086, atom 82 (H): 0.122, atom 83 (C): 0.079, atom 84 (C): -0.227, atom 85 (C): -0.310, atom 86 (O): 0.111, atom 87 (C): 0.079, atom 88 (C): -0.221, atom 89 (C): -0.313, atom 90 (O): 0.115, atom 91 (O): 0.094, atom 92 (O): 0.103, atom 93 (H): 0.139, atom 94 (H): 0.111, atom 95 (H): 0.119, atom 96 (H): 0.118, atom 97 (C): 0.084, atom 98 (C): -0.211, atom 99 (C): -0.300

=====

(2)
The following is a quantum chemistry calculation of a structure of composition C55H66IN5O2SSbSn, from OMol25.

```
132
Properties=species:S:1:pos:R:3
Sn 0.08082 0.24061 0.10119
C -3.74739 -1.33581 3.77992
C -2.41235 -0.64300 3.49943
C -2.33290 0.67947 4.26277
C -1.24004 -1.53908 3.83640
C -0.95131 -1.85076 5.16164
C 0.11109 -2.67494 5.48449
C 0.92505 -3.17940 4.48150
C 0.67771 -2.89776 3.14425
C 1.57784 -3.45395 2.05140
C 3.04599 -3.48974 2.46976
C 1.14448 -4.85531 1.60416
C -0.43649 -2.10084 2.85060
N -0.74040 -1.87853 1.47036
C -1.52098 -2.69825 0.90154
C -1.65659 -2.69879 -0.60954
N -1.00019 -1.87119 -1.30762
C -0.86587 -2.13916 -2.70021
C 0.01543 -3.15787 -3.08317
C 0.12162 -3.43536 -4.44044
C -0.62888 -2.74404 -5.37587
C -1.47814 -1.72818 -4.97082
C -1.60107 -1.39350 -3.62607
C -2.57907 -0.33416 -3.15910
C -3.89206 -0.97526 -2.69834
C -2.86460 0.72148 -4.22231
C 0.85501 -3.92851 -2.07973
C 2.25823 -3.32743 -1.99046
C 0.91223 -5.42533 -2.38322
C -2.49215 -3.86283 -0.96183
C -2.96128 -4.37904 -2.14099
C -3.75998 -5.54690 -2.09199
C -4.06377 -6.17440 -0.91047
C -3.59139 -5.65752 0.32126
C -3.80547 -6.20331 1.61138
C -3.26639 -5.59948 2.71897
C -2.48929 -4.41926 2.63321
C -2.27859 -3.86592 1.39754
C -2.82317 -4.49600 0.25610
H -4.57392 -0.64032 3.63071
H -3.78890 -1.69148 4.81091
H -3.90641 -2.19171 3.12247
H -2.37476 -0.40555 2.43288
H -2.46242 0.52959 5.33509
H -3.13401 1.33654 3.92646
H -1.36989 1.17189 4.10670
H -1.57238 -1.44814 5.95068
H 0.31868 -2.91054 6.51892
H 1.77159 -3.79600 4.74716
H 1.49879 -2.78092 1.19033
H 3.22915 -4.25721 3.22261
H 3.37456 -2.52971 2.86655
H 3.66649 -3.73262 1.60627
H 1.10222 -5.53235 2.45954
H 1.86488 -5.26080 0.89171
H 0.16413 -4.86374 1.13113
H 0.79615 -4.21350 -4.77115
H -0.54492 -2.99267 -6.42527
H -2.05590 -1.19125 -5.71007
H -2.13242 0.16812 -2.29134
H -4.32182 -1.57865 -3.50122
H -4.61662 -0.20724 -2.42649
H -3.74847 -1.62125 -1.83228
H -3.48771 0.32096 -5.02387
H -1.94642 1.11277 -4.66391
H -3.41100 1.55555 -3.77935
H 0.40670 -3.82706 -1.09049
H 2.76392 -3.40229 -2.95455
H 2.85561 -3.86134 -1.24978
H 2.22198 -2.27183 -1.71337
H 1.53013 -5.63743 -3.25632
H -0.08272 -5.83449 -2.56291
H 1.35170 -5.95881 -1.53948
H -2.73013 -3.92714 -3.09501
H -4.13283 -5.95686 -3.01996
H -4.66997 -7.07066 -0.91460
H -4.39629 -7.10319 1.71891
H -3.43551 -6.03446 3.69410
H -2.07622 -3.98627 3.53319
I 2.33606 0.16751 1.80757
C -0.67492 4.59174 -3.90450
Sb -0.64937 3.41522 -2.10823
C -2.15264 4.58509 -1.09720
C 1.01962 4.50183 -1.29009
H -0.61831 5.64231 -3.62651
H -1.59073 4.41418 -4.46443
H 0.17484 4.34125 -4.53672
H -2.59789 5.28419 -1.80253
H -1.68661 5.15433 -0.29339
H -2.92780 3.94088 -0.68954
H 0.90956 5.56088 -1.52015
H 1.95603 4.14252 -1.71422
H 1.05307 4.36247 -0.21165
O 1.59235 0.16324 -1.81001
S 1.84263 0.87596 -3.11913
C 3.15350 2.03014 -2.75168
C 3.66745 2.08145 -1.46912
C 4.65241 3.02006 -1.18500
C 5.09716 3.88606 -2.17026
C 4.56397 3.82216 -3.45383
C 3.58580 2.89004 -3.75216
C 2.76196 -0.21786 -4.17316
C 2.27187 -0.42528 -5.44944
C 2.98912 -1.23569 -6.32232
C 4.16392 -1.83257 -5.89985
C 4.63895 -1.62638 -4.60655
C 3.94220 -0.81032 -3.73643
H 3.30556 1.40210 -0.71003
H 5.06816 3.06948 -0.18790
H 5.86232 4.61528 -1.94342
H 4.91080 4.50068 -4.22050
H 3.16547 2.83416 -4.74877
H 1.34496 0.03844 -5.75721
H 2.62422 -1.40211 -7.32655
H 4.72051 -2.46310 -6.58024
H 5.55893 -2.09546 -4.28574
H 4.30387 -0.62754 -2.73305
C -0.80025 5.20324 3.98204
N -0.89431 4.27703 2.87712
C -2.14644 3.73069 2.38610
C -1.64130 2.60270 1.49364
O -2.33296 1.78116 0.92122
N -0.27149 2.64254 1.44533
C 0.10293 3.55608 2.34111
N 1.39361 3.74727 2.62654
H -1.60577 5.93083 3.90170
H 0.13695 5.75560 3.93478
H -0.87602 4.69689 4.94763
H -2.71505 4.45720 1.80235
H -2.77088 3.35123 3.19400
H 2.02291 3.02037 2.30962
H 1.67510 4.30332 3.41343
```

**Molar mass**: 1228.61 g/mol
**Charge**: +1
**Frontier orbital gap**: 6.89 eV

Löwdin population analysis, charges in e, atoms 1 to 99: atom 1 (Sn): 0.987, atom 2 (C): -0.039, atom 3 (C): -0.359, atom 4 (C): -0.056, atom 5 (C): -0.161, atom 6 (C): -0.033, atom 7 (C): -0.054, atom 8 (C): -0.020, atom 9 (C): -0.164, atom 10 (C): -0.396, atom 11 (C): -0.091, atom 12 (C): -0.039, atom 13 (C): -0.217, atom 14 (N): 0.072, atom 15 (C): -0.137, atom 16 (C): -0.162, atom 17 (N): 0.110, atom 18 (C): -0.180, atom 19 (C): -0.137, atom 20 (C): -0.028, atom 21 (C): -0.068, atom 22 (C): -0.033, atom 23 (C): -0.144, atom 24 (C): -0.369, atom 25 (C): -0.040, atom 26 (C): -0.084, atom 27 (C): -0.359, atom 28 (C): -0.034, atom 29 (C): -0.051, atom 30 (C): -0.080, atom 31 (C): 0.020, atom 32 (C): -0.037, atom 33 (C): 0.003, atom 34 (C): -0.139, atom 35 (C): 0.005, atom 36 (C): -0.034, atom 37 (C): 0.014, atom 38 (C): -0.085, atom 39 (C): -0.072, atom 40 (H): 0.085, atom 41 (H): 0.086, atom 42 (H): 0.066, atom 43 (H): 0.109, atom 44 (H): 0.082, atom 45 (H): 0.070, atom 46 (H): 0.085, atom 47 (H): 0.114, atom 48 (H): 0.108, atom 49 (H): 0.113, atom 50 (H): 0.080, atom 51 (H): 0.077, atom 52 (H): 0.032, atom 53 (H): 0.080, atom 54 (H): 0.092, atom 55 (H): 0.074, atom 56 (H): 0.062, atom 57 (H): 0.115, atom 58 (H): 0.108, atom 59 (H): 0.109, atom 60 (H): 0.099, atom 61 (H): 0.092, atom 62 (H): 0.085, atom 63 (H): 0.061, atom 64 (H): 0.081, atom 65 (H): 0.075, atom 66 (H): 0.079, atom 67 (H): 0.102, atom 68 (H): 0.080, atom 69 (H): 0.080, atom 70 (H): 0.062, atom 71 (H): 0.077, atom 72 (H): 0.082, atom 73 (H): 0.074, atom 74 (H): 0.115, atom 75 (H): 0.111, atom 76 (H): 0.120, atom 77 (H): 0.120, atom 78 (H): 0.112, atom 79 (H): 0.113, atom 80 (I): 0.314, atom 81 (C): -0.339, atom 82 (Sb): 1.258, atom 83 (C): -0.323, atom 84 (C): -0.305, atom 85 (H): 0.005, atom 86 (H): -0.002, atom 87 (H): -0.007, atom 88 (H): 0.006, atom 89 (H): 0.000, atom 90 (H): -0.011, atom 91 (H): 0.014, atom 92 (H): -0.025, atom 93 (H): -0.022, atom 94 (O): -0.742, atom 95 (S): 0.958, atom 96 (C): -0.404, atom 97 (C): -0.093, atom 98 (C): -0.059, atom 99 (C): -0.065